Here is one molecule with the formula C21H18F3NO from OMol25. Energies are from the ωB97M-V functional and the def2-TZVPD basis.

Each line ends with the natural charge from an NBO analysis.
Positions of all 44 atoms, in Å:
O 0.367 -0.519 -1.837  -0.74
H -0.204 -1.221 -1.497  0.49
C 0.250 0.594 -0.965  0.19
C 0.411 0.150 0.481  -0.07
C -0.126 0.840 1.562  -0.21
C 0.101 0.417 2.859  -0.28
C 0.873 -0.708 3.071  0.39
C 1.432 -1.410 2.020  -0.29
C 1.201 -0.969 0.732  -0.14
H 1.649 -1.495 -0.097  0.23
H 2.040 -2.279 2.214  0.23
F 1.085 -1.135 4.334  -0.33
H -0.325 0.944 3.698  0.23
H -0.746 1.711 1.414  0.22
C 1.380 1.561 -1.294  -0.06
C 1.674 2.630 -0.455  -0.19
C 2.677 3.525 -0.778  -0.28
C 3.384 3.340 -1.952  0.40
C 3.112 2.287 -2.804  -0.30
C 2.104 1.403 -2.468  -0.13
H 1.875 0.574 -3.117  0.23
H 3.681 2.169 -3.713  0.23
F 4.365 4.211 -2.272  -0.33
H 2.914 4.356 -0.134  0.23
H 1.129 2.767 0.465  0.22
C -1.096 1.329 -1.296  -0.22
N -2.251 0.506 -1.544  -0.62
H -2.065 -0.158 -2.285  0.36
C -2.943 -0.098 -0.428  -0.25
C -2.335 -1.352 0.166  -0.12
C -1.891 -2.400 -0.633  -0.24
C -1.319 -3.534 -0.079  -0.22
C -1.198 -3.652 1.294  -0.20
C -1.667 -2.643 2.116  -0.28
C -2.227 -1.518 1.541  0.47
F -2.698 -0.549 2.358  -0.34
H -1.607 -2.715 3.190  0.23
H -0.752 -4.534 1.728  0.22
H -0.977 -4.329 -0.724  0.22
H -2.022 -2.341 -1.705  0.21
H -3.047 0.659 0.352  0.21
H -3.952 -0.350 -0.783  0.21
H -1.339 2.048 -0.515  0.19
H -0.918 1.888 -2.221  0.21

For the HOMO-LUMO gap, the calculation gives 9.4 eV. As for the SMILES: OC(CNCc1ccccc1F)(c1ccc(F)cc1)c1ccc(F)cc1. For the relative energy (zero: lowest compared OMol25 entry of this formula, charge and spin), the calculation gives 0.126 eV. The maximum force comes out at 0.529 eV Å⁻¹. The calculated total energy is -33759.2949 eV.